No. 1
136
Properties=species:S:1:pos:R:3 method="wB97M-V/def2-TZVPD" homo_lumo_gap_ha="0.275 / 0.294" energy_ha=-7639.417706 lumo_ev="-5.04 / -5.00" spin_multiplicity=5 molar_mass_g_mol=1053.31 charge=+2 e_above_lowest_kj_mol=0.0
Cr -1.3142 1.1495 0.7046
C -0.6622 -0.3590 -4.3899
C -0.2556 -1.3714 -3.3711
C -0.0376 -2.6736 -3.6952
C 0.3611 -3.6095 -2.7075
N 0.6148 -3.2179 -1.4928
N 0.4530 -1.9182 -1.1766
B 1.0305 -1.5841 0.2066
N 2.0458 -0.4150 0.0838
N 2.9288 -0.8687 -0.8281
C 3.9309 -0.1216 -1.1908
C 4.1355 1.1365 -0.5750
C 3.2467 1.6081 0.3432
C 3.4122 2.9534 0.9714
C 2.1008 0.8016 0.6436
S 0.8871 1.4593 1.6557
C 4.8076 -0.6897 -2.2972
C 5.9342 0.2688 -2.6756
C 5.3926 -2.0170 -1.8015
C 3.9226 -0.9502 -3.5230
N 1.6905 -2.8348 0.9188
N 2.7072 -3.6431 0.6504
C 2.8913 -4.6271 1.5064
C 2.0570 -4.7901 2.6489
C 1.0004 -3.9607 2.9033
C 0.0844 -4.0594 4.0766
C 0.8486 -2.9579 1.9341
S -0.2454 -1.6284 1.6935
C 4.0194 -5.6174 1.2724
C 4.7515 -5.3386 -0.0338
C 5.0112 -5.5200 2.4393
C 3.4177 -7.0321 1.2170
C -0.0582 -0.9950 -2.0017
S -0.4448 0.6089 -1.5139
C 0.6087 -5.0698 -3.0396
C -0.4805 -5.5983 -3.9794
C 0.6312 -5.9141 -1.7660
C 1.9781 -5.1384 -3.7336
H -0.9010 -0.8433 -5.3343
H 0.1524 0.3493 -4.5566
H -1.5207 0.2165 -4.0509
H -0.1762 -3.0012 -4.7160
H 4.9799 1.7458 -0.8613
H 4.3312 3.4206 0.6262
H 3.4385 2.8745 2.0587
H 2.5656 3.5945 0.7225
H 6.6035 0.4671 -1.8372
H 5.5566 1.2197 -3.0552
H 6.5328 -0.1823 -3.4661
H 6.0254 -1.8686 -0.9244
H 6.0010 -2.4706 -2.5842
H 4.5860 -2.7002 -1.5366
H 3.4849 -0.0232 -3.8987
H 3.1171 -1.6435 -3.2784
H 4.5230 -1.3866 -4.3211
H 2.2774 -5.5940 3.3380
H 0.2439 -4.9869 4.6210
H -0.9570 -4.0204 3.7549
H 0.2540 -3.2234 4.7578
H 5.2150 -4.3542 -0.0331
H 4.0817 -5.4021 -0.8898
H 5.5372 -6.0825 -0.1605
H 5.4799 -4.5360 2.4751
H 5.7970 -6.2641 2.3118
H 4.5369 -5.7085 3.4029
H 2.6464 -7.1048 0.4489
H 2.9857 -7.3401 2.1690
H 4.2031 -7.7460 0.9726
H -1.4783 -5.4223 -3.5749
H -0.3582 -6.6741 -4.1045
H -0.4257 -5.1553 -4.9736
H -0.3359 -5.8960 -1.2609
H 1.3857 -5.5571 -1.0677
H 0.8592 -6.9479 -2.0272
H 1.9864 -4.5630 -4.6608
H 2.2164 -6.1727 -3.9818
H 2.7618 -4.7479 -3.0829
O -0.6734 6.0064 7.0271
C -1.9762 5.5034 7.0993
N -2.1015 4.1938 6.4773
C -2.3354 4.0731 5.1551
O -2.4882 5.0188 4.4001
C -2.4182 2.6735 4.6088
C -2.9181 1.5852 5.3055
C -3.0398 0.3691 4.6448
C -2.6312 0.2809 3.3300
N -2.1321 1.3282 2.6520
C -2.0573 2.4993 3.2826
H -0.5478 6.4255 6.1690
H -2.6970 6.1612 6.6132
H -2.2241 5.3994 8.1538
H -1.7663 3.3946 6.9897
H -3.2439 1.6819 6.3328
H -3.4550 -0.4992 5.1347
H -2.7240 -0.6504 2.7875
H -1.7003 3.3488 2.7172
C -0.8556 5.3386 1.3434
Si -1.4985 4.8696 -0.3471
C -2.5130 6.2720 -1.0347
C -0.0017 4.4350 -1.3976
As -2.8745 2.8885 -0.3152
Si -5.0613 3.2207 0.6262
C -5.1226 3.0296 2.4820
C -5.6386 4.9502 0.2291
C -6.1143 1.8604 -0.1216
Si -3.4760 2.6688 -2.6335
C -4.9031 3.7991 -3.0597
C -2.0442 3.1236 -3.7457
C -3.9966 0.8864 -2.9098
H -0.2061 6.2016 1.1696
H -0.2316 4.5648 1.7944
H -1.6317 5.6402 2.0476
H -1.8800 7.1476 -1.1895
H -3.2911 6.5464 -0.3229
H -2.9898 6.0332 -1.9848
H 0.8755 4.8921 -0.9347
H -0.0704 4.8106 -2.4171
H 0.1773 3.3591 -1.4502
H -4.6293 3.8531 2.9950
H -4.7382 2.0799 2.8494
H -6.1857 3.0663 2.7372
H -5.1566 5.6494 0.9148
H -6.7153 5.0198 0.3976
H -5.4350 5.2753 -0.7883
H -5.5519 0.9320 -0.2358
H -6.5289 2.1214 -1.0932
H -6.9523 1.6583 0.5477
H -4.6164 4.8496 -3.0972
H -5.7564 3.7013 -2.3935
H -5.2421 3.5193 -4.0607
H -1.8820 4.2010 -3.7798
H -2.3148 2.8069 -4.7566
H -1.1085 2.6395 -3.4750
H -5.0530 0.7401 -2.6864
H -3.4187 0.1772 -2.3167
H -3.8522 0.6437 -3.9649

No. 2
137
Properties=species:S:1:pos:R:3 method="wB97M-V/def2-TZVPD" homo_lumo_gap_ha=0.249 energy_ha=-3324.003849 lumo_ev=1.66 molar_mass_g_mol=892.38 charge=-1
C 0.7326 3.4409 6.3130
O -0.0133 3.5610 5.1338
C -0.2504 2.2953 4.5351
C -1.2304 2.5032 3.3740
C -0.8194 1.8290 2.0342
C -0.8051 2.7760 0.8070
N -2.0890 3.0610 0.1408
C -2.1732 4.4225 -0.3952
C -3.2431 2.7410 0.9226
C -3.9144 1.3891 0.7584
O -3.7149 3.5033 1.7356
O -0.0884 3.8870 1.2282
B 1.3695 3.7493 1.0779
Cl 2.3456 3.4969 2.7500
C 2.0224 5.0906 0.4489
C 3.5770 5.1008 0.4260
C 4.1724 6.0677 1.4488
O 5.4428 5.6185 1.9983
C 6.3614 5.3324 1.0540
C 6.9242 3.9271 1.1420
O 6.7369 6.1145 0.2170
O 1.4831 2.4903 0.3311
C 0.2500 2.1023 -0.2117
C 0.3093 2.7113 -1.6340
C 1.4648 2.1464 -2.4821
C 2.7184 3.0013 -2.5879
F 3.6074 2.7081 -1.6275
F 3.3604 2.6721 -3.7705
F 2.4974 4.3236 -2.6643
O 0.3250 0.6880 -0.2271
C -0.8384 0.0417 -0.7218
C -0.7446 -0.4805 -2.1798
C -2.0056 0.0240 -2.9265
C -0.7921 -2.0368 -2.2460
C 0.3585 -2.6559 -1.4342
C -0.6781 -2.4876 -3.7453
H 1.7912 3.2114 6.1211
H 0.7221 4.4249 6.7996
H 0.2828 2.7382 7.0330
H 0.6902 1.8295 4.2089
H -0.6740 1.6128 5.2960
H -2.1755 2.0337 3.6821
H -1.4466 3.5677 3.2874
H -1.5031 0.9813 1.8791
H 0.1597 1.3694 2.1776
H -2.8068 4.3866 -1.2949
H -2.6357 5.1430 0.2867
H -1.2100 4.8173 -0.7059
H -4.6299 1.2296 1.5644
H -3.1815 0.5808 0.8211
H -4.3791 1.3501 -0.2327
H 1.7447 5.8924 1.1192
H 1.6149 5.3541 -0.5093
H 3.8702 5.4828 -0.5637
H 4.0230 4.1057 0.5108
H 4.3055 7.0765 1.0397
H 3.5036 6.1658 2.3065
H 6.3320 3.3534 1.8586
H 7.9533 3.9396 1.5155
H 6.9174 3.4526 0.1606
H 0.3556 3.7992 -1.6159
H -0.6208 2.4088 -2.1402
H 1.7943 1.1806 -2.0893
H 1.1213 1.9436 -3.5013
H -1.7496 0.6351 -0.6254
H -0.9838 -0.8404 -0.0798
H 0.1745 -0.1989 -2.7005
H -1.9364 -0.1384 -4.0069
H -2.1912 1.0908 -2.7706
H -2.8844 -0.5504 -2.6054
H -1.7733 -2.3683 -1.8817
H 1.2955 -2.4904 -1.9709
H 0.1654 -3.7183 -1.2947
H 0.4092 -2.2386 -0.4217
H 0.1891 -3.1197 -3.9216
H -1.5769 -3.0321 -4.0482
H -0.5634 -1.6215 -4.4054
C 0.4730 9.9720 -2.6094
C -0.8198 9.6789 -1.8564
C -0.5864 9.3209 -0.3864
C 0.1375 8.0601 -0.2338
N 0.7079 7.0697 -0.1135
H 1.1158 9.0916 -2.6526
H 0.2547 10.2741 -3.6345
H 1.0304 10.7803 -2.1315
H -1.3568 8.8705 -2.3565
H -1.4622 10.5618 -1.8995
H -1.5484 9.2342 0.1225
H -0.0368 10.1217 0.1124
C -3.6321 -6.6161 -3.8315
C -2.8418 -7.3937 -2.7751
C -1.9997 -6.5177 -1.8423
C -0.9211 -5.8302 -2.5443
N -0.0863 -5.2646 -3.0952
H -2.9617 -6.0964 -4.5196
H -4.2370 -7.3135 -4.4161
H -4.3013 -5.8768 -3.3915
H -2.1972 -8.1193 -3.2772
H -3.5474 -7.9604 -2.1613
H -1.5663 -7.1391 -1.0672
H -2.6268 -5.7889 -1.3469
C -5.0248 -1.9173 0.8785
C -5.5243 -3.3266 1.1750
C -4.5890 -4.4140 0.6377
C -4.5320 -4.4199 -0.8215
N -4.4729 -4.4180 -1.9695
H -4.9890 -1.7238 -0.1953
H -5.6891 -1.1777 1.3257
H -4.0248 -1.7619 1.2874
H -6.5261 -3.4540 0.7587
H -5.6115 -3.4513 2.2562
H -4.9341 -5.3931 0.9758
H -3.5826 -4.2811 1.0391
C 1.2876 -8.2476 2.5367
C -0.0229 -8.5232 3.2652
C -1.2091 -8.6622 2.3063
C -1.4990 -7.4095 1.6128
N -1.7224 -6.4284 1.0580
H 1.2585 -7.2936 2.0106
H 2.1139 -8.2088 3.2472
H 1.5061 -9.0285 1.8105
H -0.2154 -7.7269 3.9874
H 0.0720 -9.4503 3.8348
H -2.0967 -8.9667 2.8647
H -1.0119 -9.4476 1.5739
C 3.5249 -4.2623 -0.8487
C 4.5294 -4.7322 0.1972
C 5.0534 -6.1490 -0.0651
C 4.0058 -7.1602 0.0622
N 3.1825 -7.9546 0.1655
H 2.6219 -4.8752 -0.8430
H 3.2262 -3.2341 -0.6489
H 3.9558 -4.2992 -1.8514
H 4.0733 -4.6807 1.1878
H 5.3798 -4.0477 0.2030
H 5.8466 -6.3797 0.6490
H 5.4974 -6.2078 -1.0605